The following is a DFT calculation (ωB97M-V/def2-TZVPD) of a structure of composition C34H37FN6O5OsS2.

The geometry in XYZ format:
```
86
Properties=species:S:1:pos:R:3:forces:R:3:lowdin_charge:R:1
Os 0.949 1.547 1.099 0.935 -0.532 0.646 1.19
C 1.389 -0.730 6.946 -0.008 -0.028 -0.026 -0.07
C 1.683 -1.689 5.802 -0.031 0.104 -0.005 -0.21
N 0.860 -1.412 4.619 0.080 -0.044 0.072 -0.13
C -0.374 -2.182 4.497 0.091 -0.056 -0.092 -0.26
C -0.196 -3.451 3.670 0.012 0.044 0.013 -0.08
C 1.257 -0.492 3.720 -0.477 -0.010 -0.169 -0.63
S 0.234 -0.330 2.324 0.177 0.805 -0.806 0.73
N 2.378 0.145 4.015 0.321 -0.120 0.194 0.13
C 2.895 1.191 3.404 -0.140 -0.122 0.017 -0.39
O 2.392 1.899 2.490 -0.142 0.217 -0.223 -0.19
C 4.228 1.640 3.900 -0.020 0.148 -0.063 -0.12
C 4.794 1.088 5.045 0.016 -0.006 0.033 -0.02
C 6.025 1.538 5.498 -0.002 -0.031 0.005 -0.08
C 6.697 2.539 4.811 -0.006 0.007 -0.030 -0.08
C 6.135 3.093 3.668 -0.018 -0.031 -0.009 -0.07
C 4.904 2.646 3.214 0.013 -0.014 0.017 -0.01
H 2.002 -0.981 7.813 -0.025 0.017 -0.010 0.08
H 0.339 -0.783 7.242 0.021 0.018 0.004 0.07
H 1.615 0.292 6.641 -0.006 -0.012 0.017 0.07
H 1.474 -2.717 6.102 0.008 -0.019 -0.046 0.12
H 2.728 -1.620 5.513 0.027 -0.055 -0.013 0.11
H -1.145 -1.550 4.061 -0.031 0.032 0.035 0.08
H -0.684 -2.440 5.510 -0.034 0.059 0.014 0.12
H 0.099 -3.201 2.651 0.004 -0.030 0.026 0.05
H -1.134 -4.008 3.634 0.028 -0.007 0.005 0.08
H 0.571 -4.094 4.107 -0.021 -0.002 -0.014 0.07
H 4.260 0.313 5.576 -0.003 0.000 -0.017 0.10
H 6.461 1.104 6.389 -0.009 0.011 -0.008 0.10
H 7.660 2.886 5.164 -0.017 0.000 0.001 0.10
H 6.658 3.872 3.127 0.000 -0.009 0.007 0.10
H 4.454 3.063 2.325 0.018 0.016 0.001 0.12
O 0.351 3.158 2.743 0.031 0.213 0.112 -0.26
N -0.501 4.136 2.543 -0.062 -0.118 0.037 -0.22
C -0.368 5.271 3.264 -0.001 0.013 0.064 -0.01
C -1.248 6.308 3.119 -0.014 0.028 0.019 -0.06
C -2.300 6.177 2.210 -0.046 -0.028 -0.061 -0.08
C -2.414 5.020 1.477 0.021 0.058 0.040 -0.09
C -1.489 3.978 1.629 -0.135 -0.047 -0.101 -0.66
S -1.489 2.528 0.726 0.115 -0.160 0.155 0.67
H 0.466 5.269 3.949 0.030 -0.045 -0.021 0.14
H -1.119 7.202 3.711 0.014 -0.021 0.000 0.11
H -3.013 6.979 2.078 0.005 -0.027 0.014 0.11
H -3.212 4.877 0.763 0.017 0.025 -0.015 0.10
F -4.156 0.350 -2.954 -0.003 -0.023 0.011 0.05
C -2.970 -0.315 -2.986 0.003 0.085 -0.011 -0.17
C -1.964 0.142 -2.190 -0.015 0.120 0.104 0.10
C -0.711 -0.470 -2.231 0.062 0.068 -0.237 -0.03
C 0.385 0.060 -1.435 0.011 -0.095 -0.198 -0.29
O 0.238 1.162 -0.860 -0.618 -0.059 0.207 -0.24
C 1.563 -0.711 -1.392 0.068 -0.223 0.338 -0.02
C 1.674 -1.790 -2.215 -0.025 -0.052 -0.051 0.07
N 0.721 -2.189 -3.087 0.072 -0.021 -0.051 0.02
C 1.020 -3.248 -4.031 -0.079 -0.050 0.089 -0.25
C 1.031 -2.917 -5.495 -0.043 0.045 -0.088 -0.10
C 2.316 -3.185 -4.774 0.129 0.016 0.005 -0.07
C -0.518 -1.572 -3.073 -0.006 0.036 0.029 -0.11
C -1.579 -2.038 -3.857 0.062 -0.136 -0.049 0.06
C -2.813 -1.411 -3.851 0.004 -0.063 0.066 -0.14
N -3.836 -1.926 -4.681 -0.111 0.031 -0.136 -0.08
C -5.234 -1.585 -4.490 0.112 -0.035 -0.004 -0.13
C -5.648 -0.344 -5.272 -0.061 -0.046 0.166 -0.08
N -5.323 -0.573 -6.728 0.111 0.014 0.104 0.07
C -3.864 -0.901 -6.918 0.140 -0.137 0.034 -0.07
C -3.533 -2.138 -6.086 -0.109 0.133 0.127 -0.13
C 2.742 -0.390 -0.495 -0.061 -0.120 -0.064 -0.58
O 3.749 -1.058 -0.647 0.064 0.098 0.054 0.07
O 2.609 0.581 0.340 -0.269 0.018 0.104 -0.16
H -2.125 0.991 -1.532 0.032 0.004 -0.071 0.10
H 2.589 -2.369 -2.193 0.041 0.081 -0.067 0.16
H 0.655 -4.223 -3.733 -0.025 -0.011 0.020 0.16
H 0.824 -1.891 -5.774 0.024 0.003 0.050 0.11
H 0.655 -3.660 -6.186 0.009 -0.023 0.035 0.11
H 2.963 -2.340 -4.580 -0.033 0.006 -0.001 0.12
H 2.839 -4.112 -4.957 -0.057 -0.017 0.023 0.11
H -1.449 -2.933 -4.448 0.009 0.034 -0.005 0.12
H -5.458 -1.437 -3.439 -0.010 -0.017 -0.017 0.14
H -5.835 -2.435 -4.834 0.009 -0.023 0.034 0.14
H -5.089 0.528 -4.944 0.018 0.039 -0.101 0.13
H -6.714 -0.144 -5.180 -0.018 -0.020 -0.110 0.14
H -5.584 0.242 -7.283 -0.012 0.003 -0.020 0.19
H -5.878 -1.363 -7.064 -0.053 0.042 -0.074 0.18
H -3.288 -0.043 -6.573 -0.072 0.070 -0.012 0.15
H -3.678 -1.063 -7.978 -0.088 0.039 -0.034 0.14
H -2.482 -2.370 -6.224 0.006 -0.022 -0.018 0.12
H -4.115 -2.990 -6.454 0.043 -0.033 0.000 0.14
```
Forces are in eV/Å.

electronic energy: -3009.1765 hartree
charge: +1
E_HOMO (spin up / spin down): -8.2319 / -8.3507 eV
2S+1: 2
Kohn-Sham gap (spin up / spin down): 4.9 / 5.0 eV